Record 1
This record from the Open Molecules 2025 dataset describes C20H36N5O4SV as an isolated structure in a non-equilibrium geometry. The level of theory is wB97M-V/def2-TZVPD.

Its charge is +3. Its spin multiplicity is 2. The frontier orbital gap (alpha / beta) comes out at 6.0 / 6.7 eV. The value obtained for the LUMO energy (alpha / beta) is -11.0 / -10.4 eV.

Geometry as XYZ:
```
67
Properties=species:S:1:pos:R:3:forces:R:3
V -0.32193 0.83084 1.21756 0.195 0.987 0.957
C -2.52734 3.02681 -0.46227 0.151 -0.197 0.681
C -2.37518 3.18188 1.08697 0.285 -1.617 -0.548
N -1.08380 2.76668 1.70974 -0.028 0.298 -0.719
C -1.08827 3.09116 3.14891 -0.300 1.004 1.103
C 0.12858 2.43426 3.74685 -0.335 -0.531 -0.377
N 0.23411 1.03972 3.19457 0.491 -0.138 0.680
C -0.20992 -0.09949 4.05381 -0.301 0.455 0.572
C -1.69479 -0.10945 4.36516 -0.467 1.063 -0.615
C -2.68597 -0.20551 3.13127 1.455 1.035 0.132
N -2.03755 -0.30448 1.75717 -0.323 -0.033 0.447
C -3.13693 -0.24672 0.73771 0.737 2.061 0.261
C -2.44744 -0.13110 -0.60244 0.689 -1.606 -0.081
N -1.29285 0.81120 -0.54798 -0.962 -0.254 -0.831
C -1.51603 2.13962 -1.20288 0.492 0.429 1.118
H -2.57004 4.01740 -0.92769 0.239 -0.244 0.019
H -3.52533 2.62623 -0.55148 -0.379 -0.198 -0.500
H -3.12110 2.62934 1.65343 -0.277 -0.162 -0.295
H -2.52416 4.17643 1.35241 -0.319 1.920 0.347
H -0.38402 3.36067 1.26930 0.336 0.120 0.055
H -2.02244 2.74476 3.65487 0.585 0.140 -0.722
H -1.02601 4.20819 3.33399 -0.192 -1.183 -0.347
H 0.11930 2.46365 4.82764 0.027 -0.170 0.290
H 1.00426 2.94595 3.39355 0.540 0.323 -0.027
H 1.22602 0.81300 3.13108 0.074 0.379 -0.194
H 0.37541 -0.06093 4.98108 -0.302 0.104 0.002
H 0.13284 -0.98636 3.55974 0.024 -0.660 -0.433
H -1.93170 0.85068 4.89549 0.092 -0.972 -0.255
H -1.84000 -0.91237 5.06999 -0.349 -0.272 0.164
H -3.26904 0.72026 3.09386 0.005 -0.230 0.016
H -3.37192 -1.01932 3.15261 -0.500 -0.695 0.576
H -1.60543 -1.22345 1.67730 -0.100 -0.384 0.139
H -3.70342 0.69867 0.96664 0.331 -1.045 -0.278
H -3.79389 -1.09019 0.81854 -0.366 -0.444 -0.062
H -3.15062 0.08023 -1.38822 -0.172 0.365 -0.431
H -1.96518 -1.10373 -0.85752 -0.605 0.383 0.157
H -0.54498 0.39665 -1.11547 -0.171 -0.030 0.017
H -1.78807 1.94856 -2.22630 -0.368 0.123 -0.415
H -0.50359 2.55050 -1.20288 -0.224 0.452 -0.167
C 0.77709 -4.88976 -5.66636 0.062 -0.764 0.313
C 1.27058 -3.74686 -4.84113 0.231 -0.240 -1.056
C 1.48446 -3.96302 -3.49159 -0.325 -0.160 0.937
C 1.87542 -2.95401 -2.64572 0.326 0.370 -0.107
C 2.09294 -1.67071 -3.20147 -0.302 -0.473 0.020
C 1.92299 -1.44799 -4.57073 0.340 -0.588 0.236
C 1.57926 -2.51342 -5.40389 -0.082 0.807 0.189
S 2.63636 -0.36707 -2.20824 -0.213 -0.339 -0.190
O 2.83826 0.85466 -2.89103 -0.308 0.110 -0.179
O 1.52249 -0.26837 -1.08049 0.245 0.117 0.232
N 3.89638 -0.84933 -1.36982 -0.424 -0.192 -0.820
C 3.96080 -0.79104 0.06439 0.319 0.556 0.887
C 3.24140 0.46238 0.57485 -1.309 -0.598 0.587
C 1.75149 0.38552 0.26538 1.167 -1.358 -0.083
O 0.98375 -0.40248 1.13351 -0.006 -0.875 -0.315
O 1.11053 1.54979 0.29667 -0.887 1.474 -0.363
H 1.46867 -5.75285 -5.59947 0.012 0.562 -0.246
H 0.62903 -4.60704 -6.70945 -0.160 -0.223 0.191
H -0.12686 -5.32264 -5.19657 0.075 0.494 -0.486
H 1.28218 -4.96912 -3.13107 0.151 0.230 0.250
H 2.04400 -3.14790 -1.59612 -0.005 -0.002 0.093
H 2.14150 -0.47137 -4.93191 0.058 0.561 -0.552
H 1.54568 -2.35248 -6.48306 -0.172 -0.079 0.353
H 4.58660 -1.32161 -1.93502 0.319 -0.067 0.137
H 5.01051 -0.75817 0.34016 0.074 0.061 0.055
H 3.53489 -1.69009 0.51276 -0.108 0.037 0.088
H 3.51294 1.43724 0.19684 0.849 0.041 -0.367
H 3.26511 0.50750 1.67247 0.368 -0.039 -0.240
```
Positions in Å, forces in eV/Å.

Löwdin atomic charge list, values in e, 5 entries: atom 1 (V): 1.1258, atom 2 (C): -0.0867, atom 3 (C): -0.1305, atom 4 (N): -0.1097, atom 5 (C): -0.1522

***

Record 2
This record from the Open Molecules 2025 dataset describes a 3-piece molecular cluster, C20H36NO12P3 overall in a non-equilibrium geometry. The level of theory is wB97M-V/def2-TZVPD.

As for the structure (SMILES): O=C1NC(=O)c2cc(P(O)O)ccc21.CCOP(=O)(OCC)OCC.CCOP(=O)(OCC)OCC. The frontier orbital gap comes out at 7.6 eV. The value obtained for the LUMO energy is -0.8 eV.

Geometry as XYZ:
```
72
Properties=species:S:1:pos:R:3:forces:R:3
O -8.07585 -6.83073 1.17077 0.167 0.118 -0.613
C -7.56940 -6.70595 0.09642 1.272 0.775 -0.505
N -8.11673 -7.12654 -1.17880 -0.695 -0.243 0.027
C -7.00969 -7.33344 -2.10448 0.562 0.484 0.457
O -7.02341 -8.12606 -2.99783 0.141 0.648 0.249
C -5.91796 -6.38220 -1.61237 -0.655 -0.577 0.325
C -4.79105 -5.89139 -2.22642 0.012 0.104 0.204
C -3.96627 -5.02868 -1.48152 0.392 -1.334 -1.524
P -2.44878 -4.26822 -2.22965 0.963 3.617 1.381
O -1.12050 -5.24272 -1.99238 -1.124 -0.765 -0.694
O -2.75512 -4.04634 -3.83923 -0.400 -1.626 0.831
C -4.27377 -4.71978 -0.16884 0.137 0.378 0.803
C -5.41618 -5.21872 0.45889 -0.108 -0.205 -0.059
C -6.23670 -6.03288 -0.28822 -0.329 -0.735 0.053
H -8.50087 -6.23879 -1.52485 -0.781 -0.457 -0.057
H -4.57979 -6.16246 -3.26083 0.072 -0.035 0.208
H -1.19862 -5.75837 -1.17773 0.012 -0.119 -0.132
H -3.50865 -4.58325 -4.13089 0.248 -0.009 -0.420
H -3.61893 -4.07067 0.41622 -0.034 -0.049 -0.341
H -5.67853 -4.99579 1.49028 0.191 0.075 -0.176
C -0.28771 1.81137 4.26399 -0.150 -0.119 -0.047
C 0.82276 1.24809 3.39936 0.343 0.403 0.212
O 0.56441 -0.08390 2.96298 -1.221 0.206 -0.090
P -0.37439 -0.38649 1.63765 6.400 -3.453 1.568
O 0.15078 0.63408 0.67905 -3.542 0.960 0.071
O 0.38661 -1.72037 1.06176 -0.918 0.062 -0.331
C 0.98529 -1.69671 -0.23922 0.233 0.080 -0.208
C 2.42642 -1.22249 -0.19165 0.232 -0.052 0.139
O -1.41764 -1.39392 2.40325 -0.707 1.663 -1.325
C -1.72781 -1.43027 3.79095 -0.639 0.248 0.621
C -2.89448 -0.51470 4.13032 -0.180 -0.186 -0.115
H -1.20163 1.94686 3.68099 0.015 0.059 0.013
H -0.00377 2.78201 4.67284 0.041 -0.002 -0.065
H -0.51260 1.14549 5.09847 0.019 -0.001 0.008
H 1.01296 1.91519 2.55696 -0.038 -0.162 -0.140
H 1.74326 1.20550 3.98465 0.003 -0.165 -0.062
H 0.38809 -1.09071 -0.91855 0.047 0.108 0.088
H 0.95420 -2.71553 -0.63046 -0.119 -0.052 0.217
H 2.56384 -0.36560 0.46864 -0.221 0.087 -0.101
H 2.77069 -0.94153 -1.18864 -0.013 -0.039 0.006
H 3.07878 -2.01185 0.18648 -0.015 -0.028 -0.034
H -0.85705 -1.24468 4.41426 0.184 0.292 -0.312
H -2.02305 -2.46052 4.00195 0.063 -0.042 -0.298
H -2.83228 0.42884 3.58988 0.148 0.070 0.139
H -2.93483 -0.31845 5.20214 -0.010 0.038 -0.027
H -3.83527 -0.97881 3.82919 0.003 0.022 0.033
C 5.87341 6.75869 -0.88516 0.049 -0.177 -0.024
C 4.36324 6.70070 -1.00734 -0.020 0.554 0.094
O 3.90808 5.55135 -1.71227 0.840 -0.710 0.425
P 3.72007 4.09506 -0.95229 -4.857 2.698 -4.743
O 3.05059 4.52092 0.31700 2.977 -1.606 1.307
O 2.42717 3.49458 -1.76034 0.563 -0.564 0.428
C 1.21081 3.20878 -1.05858 -0.277 0.101 0.152
C 0.28677 4.41177 -1.01798 -0.107 0.194 -0.177
O 4.66704 3.24958 -1.98779 0.262 -0.120 2.219
C 5.71712 3.74422 -2.80890 0.918 0.041 -0.073
C 7.05770 3.70673 -2.09045 0.018 -0.281 -0.037
H 6.24145 5.95221 -0.24711 0.012 0.050 0.030
H 6.18925 7.70562 -0.44467 -0.066 -0.007 0.025
H 6.35068 6.66408 -1.86148 -0.011 0.013 -0.008
H 3.90710 6.76945 -0.01849 -0.098 -0.204 -0.028
H 4.01876 7.56613 -1.57721 -0.080 -0.121 -0.092
H 1.42825 2.83878 -0.05937 0.022 0.101 -0.002
H 0.71477 2.39221 -1.58479 0.207 -0.005 -0.115
H 0.81649 5.34015 -0.80242 0.134 -0.134 0.170
H -0.48459 4.27578 -0.25763 -0.003 -0.045 -0.038
H -0.20402 4.55301 -1.98287 -0.023 -0.041 0.006
H 5.49252 4.72413 -3.22213 -0.236 0.127 0.378
H 5.76505 3.07010 -3.66669 -0.238 -0.143 0.144
H 6.96216 4.01360 -1.04979 -0.008 0.203 -0.061
H 7.78543 4.34479 -2.59300 0.003 0.003 0.047
H 7.44581 2.68702 -2.07477 0.019 0.030 -0.006
```
Positions in Å, forces in eV/Å.

Löwdin atomic charge list, values in e, 5 entries: atom 1 (O): 0.1533, atom 2 (C): -0.3572, atom 3 (N): 0.1202, atom 4 (C): -0.3560, atom 5 (O): 0.1554

***

Record 3
This record from the Open Molecules 2025 dataset describes C20H37Br3CaCl2F3KN2O9S as an isolated structure in a non-equilibrium geometry. The level of theory is wB97M-V/def2-TZVPD.

The frontier orbital gap comes out at 1.1 eV. The value obtained for the LUMO energy is -5.4 eV.

Geometry as XYZ:
```
79
Properties=species:S:1:pos:R:3:forces:R:3
C -3.54020 -4.34707 -1.37479 0.672 0.706 -0.393
C -4.27453 -2.90456 -1.47684 1.038 -0.610 -0.904
O -4.52023 -2.32162 -0.16925 1.987 0.550 0.292
C -3.31206 -2.08583 0.55650 -0.388 -3.134 -1.693
S -3.60741 -0.79707 1.86683 -0.387 0.746 -0.107
C -1.92480 -0.58560 2.70062 1.386 0.314 -0.744
C -1.53518 0.99709 2.73834 -0.914 -0.240 2.416
O -1.78537 1.66925 1.47609 2.092 -1.748 -1.599
C -0.77718 1.39067 0.51304 2.689 -0.209 0.032
O 0.45463 1.32909 0.77224 -4.419 -0.083 -0.601
C -1.25800 1.10790 -1.00938 -1.131 1.808 0.916
C -0.46496 2.02651 -2.08625 -0.018 -1.453 0.367
N -4.72952 -1.30770 3.08899 0.149 -2.246 -0.430
C -6.13011 -0.88829 2.81968 -5.678 4.092 -0.504
O -6.46447 0.31616 3.00885 2.574 -5.410 -0.926
F -7.15634 -1.75958 2.38640 4.040 2.305 4.446
C -4.60545 -2.74435 3.42420 -1.171 -5.150 -0.936
O -4.96156 -3.70503 2.73425 1.782 4.653 2.865
F -4.05496 -3.03936 4.71481 -1.012 1.801 -2.813
H -3.62355 -4.78421 -0.32073 -0.224 0.449 -1.641
H -2.41529 -4.14934 -1.55881 -1.688 -0.593 0.334
H -3.90424 -5.07773 -2.19498 0.479 1.213 1.583
H -5.22983 -2.96933 -2.11386 1.185 0.341 1.766
H -3.55108 -2.18788 -2.03398 -1.000 -0.923 0.619
H -2.98168 -3.08845 1.04155 -0.148 1.796 -0.414
H -2.48539 -1.74829 -0.19050 -0.843 0.122 1.583
H -1.13892 -1.07548 2.00090 -1.526 0.288 1.192
H -1.90196 -1.07634 3.73269 -0.084 0.729 -1.482
H -0.46637 1.16363 3.13314 -1.587 -0.530 -0.912
H -2.24506 1.46741 3.51351 1.081 -0.406 -1.450
H -2.35689 1.46193 -1.05660 1.553 -1.069 0.057
H -1.17399 -0.01487 -1.22435 -0.214 1.732 0.223
H -1.07522 2.03022 -3.05757 0.759 0.267 1.244
H 0.55047 1.56183 -2.33040 -1.212 1.148 0.413
H -0.34743 3.09212 -1.66337 1.391 -5.122 0.106
C 1.30939 -5.58560 -1.96828 -0.030 -0.228 -0.105
C 0.58542 -4.85235 -0.92648 0.052 -0.020 0.040
N 0.02302 -4.27665 -0.09964 0.037 0.349 -0.663
H 1.77525 -4.90767 -2.68793 0.012 0.040 0.235
H 2.10481 -6.20407 -1.54526 -0.045 0.296 0.226
H 0.64540 -6.24829 -2.52906 -0.139 0.153 0.230
C 5.85298 -3.53922 -1.14261 0.270 1.330 -0.778
C 4.42946 -3.30232 -1.54985 0.732 -0.878 -0.690
O 3.94396 -3.85070 -2.52372 -0.285 0.809 0.393
C 3.61198 -2.35641 -0.70932 0.457 -0.785 -0.328
H 6.31615 -4.23922 -1.83726 -0.076 0.279 0.124
H 6.41067 -2.59467 -1.17142 -0.044 0.280 0.080
H 5.88657 -3.96687 -0.14009 0.149 0.506 0.061
H 4.06601 -1.36018 -0.71987 0.089 0.059 0.115
H 3.54186 -2.73193 0.31600 -0.069 -0.021 0.157
H 2.60691 -2.28701 -1.12468 5.079 -3.645 -0.519
Cl 5.35065 -5.92472 -0.45253 -0.688 -2.303 0.557
F -6.73764 -2.16927 0.50234 0.219 -0.074 -2.195
Ca -0.98619 4.62980 -2.02450 -1.399 3.850 -0.748
C 0.53606 9.78335 0.79297 -1.385 -1.653 1.599
O 0.81802 8.45668 0.33612 0.295 0.670 0.271
C 2.22690 8.19612 0.19060 0.195 -1.970 1.314
C 2.76099 7.39050 1.37532 -0.080 0.274 0.042
O 2.71526 8.14848 2.58305 -0.404 -0.238 -0.146
C 1.61221 7.79306 3.40421 0.218 0.090 0.034
H -0.51606 9.81833 1.09584 -0.176 -0.209 -0.090
H 1.15732 10.05622 1.64943 0.023 0.092 -0.189
H 0.69874 10.53649 -0.04708 -1.145 -0.261 0.822
H 2.80523 9.16073 0.06324 -0.183 -2.548 1.120
H 2.35187 7.60456 -0.72255 0.026 0.074 -0.037
H 3.81186 7.14865 1.19086 -0.029 0.010 -0.090
H 2.21355 6.44573 1.48912 -0.006 0.012 0.137
H 1.80984 6.83311 3.89125 -0.109 -0.069 0.035
H 0.67942 7.73282 2.83677 0.046 -0.005 -0.028
H 1.50117 8.55694 4.17501 0.094 -0.021 -0.065
C 2.93086 -7.33599 -5.52737 0.183 -0.143 0.036
Br 2.84594 -7.95400 -3.69130 0.171 0.032 -0.522
Br 1.25635 -6.53525 -6.09607 0.238 -0.078 0.118
Br 4.43431 -6.14603 -5.81783 -0.366 -0.212 0.108
H 3.09291 -8.21317 -6.15218 -0.084 0.265 0.160
O 1.80434 -4.11536 2.19252 0.665 0.452 -0.258
H 0.93328 -3.72564 2.23370 -0.611 0.029 0.056
K 1.43133 -1.29787 -0.87273 -5.643 3.741 1.281
Cl 2.18337 10.47667 -0.71259 2.534 5.537 -4.808
```
Positions in Å, forces in eV/Å.

Löwdin atomic charge list, values in e, 5 entries: atom 1 (C): -0.0738, atom 2 (C): -0.2107, atom 3 (O): -0.2625, atom 4 (C): -0.3473, atom 5 (S): 1.2462